(1)
{
  "formula": "C24H38F5IN3O9PS",
  "method": "ωB97M-V with the def2-TZVPD basis set",
  "elements": ["O", "S", "O", "O", "C", "I", "C", "C", "C", "C", "F", "F", "C", "F", "F", "F", "C", "C", "C", "C", "C", "C", "C", "C", "C", "P", "O", "O", "O", "H", "H", "H", "H", "H", "H", "H", "H", "H", "H", "H", "H", "H", "H", "H", "H", "H", "C", "N", "C", "C", "O", "H", "H", "H", "H", "H", "H", "H", "C", "N", "C", "C", "O", "H", "H", "H", "H", "H", "H", "H", "C", "N", "C", "C", "O", "H", "H", "H", "H", "H", "H", "H"],
  "xyz": [[-5.646, 1.962, 1.339], [-5.270, 0.730, 0.741], [-6.228, -0.274, 1.034], [-3.747, 0.294, 1.029], [-3.188, -0.226, -0.227], [-4.051, -2.235, -0.308], [-1.685, -0.450, 0.062], [-0.720, -0.246, -1.140], [0.617, 0.454, -0.727], [1.203, 1.325, -1.838], [2.566, 1.223, -1.744], [0.881, 0.915, -3.085], [0.895, 2.847, -1.737], [1.870, 3.507, -2.400], [0.910, 3.299, -0.483], [-0.251, 3.180, -2.334], [-3.654, 0.832, -1.226], [-2.909, 2.190, -1.222], [-3.490, 3.336, -0.364], [-2.992, 3.438, 1.072], [-3.728, 4.213, 1.945], [-3.385, 4.363, 3.256], [-2.260, 3.724, 3.736], [-1.496, 2.967, 2.899], [-1.864, 2.846, 1.578], [-3.858, 0.464, -3.092], [-4.148, -1.117, -3.381], [-2.464, 0.764, -3.894], [-5.041, 0.992, -0.843], [-1.577, -1.495, 0.346], [-1.343, 0.103, 0.940], [-0.471, -1.228, -1.545], [-1.160, 0.377, -1.920], [0.499, 1.048, 0.180], [1.345, -0.345, -0.568], [-2.805, 2.594, -2.235], [-1.883, 2.049, -0.879], [-4.579, 3.386, -0.355], [-3.157, 4.265, -0.849], [-4.612, 4.720, 1.567], [-3.992, 4.974, 3.915], [-1.985, 3.820, 4.782], [-0.611, 2.460, 3.269], [-1.215, 2.256, 0.939], [-4.927, -1.447, -2.912], [-1.981, -0.039, -4.148], [4.942, -1.178, -4.199], [4.833, -1.076, -2.755], [5.343, -1.910, -1.813], [6.130, -3.107, -2.290], [5.161, -1.685, -0.625], [5.430, -0.282, -4.585], [3.941, -1.243, -4.629], [5.513, -2.051, -4.495], [4.319, -0.298, -2.369], [6.469, -3.673, -1.427], [5.504, -3.753, -2.907], [7.002, -2.785, -2.861], [-5.046, -6.419, 4.048], [-5.035, -6.212, 2.612], [-5.596, -5.197, 1.906], [-6.333, -4.130, 2.678], [-5.498, -5.163, 0.687], [-4.018, -6.445, 4.414], [-5.520, -7.377, 4.268], [-5.586, -5.630, 4.559], [-4.559, -6.888, 2.035], [-6.722, -3.392, 1.981], [-7.169, -4.566, 3.226], [-5.658, -3.628, 3.373], [7.380, 0.588, -0.200], [8.746, 0.524, 0.296], [9.330, 1.284, 1.259], [8.478, 2.342, 1.921], [10.498, 1.108, 1.567], [6.901, -0.378, -0.042], [7.408, 0.798, -1.272], [6.806, 1.359, 0.302], [9.368, -0.161, -0.103], [9.076, 2.863, 2.662], [8.128, 3.065, 1.183], [7.624, 1.884, 2.421]],
  "forces_ev_per_angstrom": [[1.200, 0.569, 0.038], [-1.111, 1.213, 0.381], [0.582, -1.213, -0.817], [-0.866, 0.226, -0.123], [0.789, 0.039, 1.411], [-0.111, -0.272, -0.538], [0.510, -0.329, -0.561], [0.097, 0.696, 0.435], [-0.701, -0.766, -0.721], [0.298, -0.234, 0.865], [0.024, 0.155, -0.041], [-0.150, 0.003, 0.071], [0.990, 0.717, -0.962], [-0.266, -0.107, 0.128], [-0.297, -0.318, -0.058], [-0.120, -0.285, 0.408], [0.857, -0.918, -0.290], [-0.015, 0.399, 0.777], [0.666, 0.320, 0.047], [-0.462, -0.037, -0.427], [-0.958, 0.594, -0.555], [-0.056, 0.317, 0.603], [-0.002, 0.268, 1.244], [0.520, -0.295, 0.095], [0.805, -0.730, -0.832], [-2.388, 1.711, -1.267], [1.105, 0.057, 0.198], [0.119, -1.223, 0.575], [-0.276, -0.487, 0.398], [-0.009, 0.156, 0.206], [-0.434, 0.354, -0.205], [-0.133, 0.202, -0.283], [-0.158, -0.359, 0.010], [0.157, -0.070, -0.073], [0.143, 0.335, 0.281], [-0.244, -0.378, -0.051], [-0.122, -0.208, -0.138], [0.095, -0.229, -0.128], [-0.105, -0.137, -0.040], [0.005, -0.124, 0.065], [0.032, -0.044, -0.047], [-0.034, 0.012, -0.083], [-0.018, 0.052, -0.060], [-0.133, 0.053, -0.001], [0.020, 0.017, 0.011], [0.136, 0.119, 0.135], [-0.239, 0.362, 0.260], [0.150, -0.195, 0.019], [-0.133, 0.054, 0.128], [0.018, -0.002, 0.067], [-0.033, -0.124, -0.049], [0.032, -0.091, -0.162], [0.076, -0.061, -0.161], [0.005, -0.011, 0.057], [-0.017, 0.005, -0.045], [-0.055, 0.077, 0.052], [0.098, 0.011, -0.099], [-0.048, -0.080, -0.105], [0.210, -0.299, -0.348], [-0.138, 0.220, 0.048], [-0.001, 0.025, -0.106], [-0.006, 0.020, -0.076], [0.088, 0.098, -0.070], [-0.065, 0.029, 0.176], [-0.022, 0.055, 0.182], [-0.009, 0.025, -0.057], [0.001, -0.011, 0.022], [0.063, -0.044, -0.056], [0.055, 0.050, 0.111], [-0.088, -0.019, 0.089], [0.500, -0.446, -0.135], [-0.111, 0.332, 0.184], [0.216, -0.109, -0.035], [0.030, 0.019, 0.037], [-0.031, 0.055, 0.043], [-0.206, 0.183, -0.022], [-0.226, 0.079, 0.008], [0.056, 0.012, 0.030], [-0.022, -0.020, 0.008], [0.081, -0.072, -0.038], [-0.129, -0.029, 0.043], [-0.080, 0.082, -0.079]],
  "smiles": "O=S1(=O)O[C@](I)(CCCC(F)(F)C(F)(F)F)[C@@](CCc2ccccc2)(P(O)O)O1.CNC(C)=O.CNC(C)=O.CNC(C)=O",
  "homo_ev": -8.8,
  "multiplicity": 1,
  "max_force_ha_per_bohr": 0.0622,
  "gap_ev": 8.9
}


(2)
{
  "formula": "C24H38N10O6Tc",
  "method": "ωB97M-V with the def2-TZVPD basis set",
  "elements": ["Tc", "O", "C", "C", "C", "C", "N", "C", "C", "C", "C", "C", "C", "O", "C", "C", "N", "H", "H", "H", "H", "H", "H", "H", "H", "H", "H", "H", "H", "N", "C", "C", "C", "C", "N", "C", "N", "N", "C", "O", "O", "H", "H", "H", "H", "H", "H", "H", "H", "H", "H", "H", "H", "H", "H", "C", "O", "C", "O", "N", "N", "H", "H", "H", "H", "H", "H", "C", "C", "N", "C", "C", "N", "H", "H", "H", "H", "H", "H"],
  "xyz": [[0.093, 1.232, -1.082], [-6.453, -1.289, -0.450], [-6.052, -0.161, 0.266], [-4.642, 0.158, -0.090], [-3.929, 1.172, 0.569], [-2.633, 1.420, 0.203], [-1.982, 0.718, -0.761], [-2.654, -0.258, -1.383], [-3.979, -0.537, -1.096], [-1.893, -0.907, -2.440], [-2.264, -2.093, -3.052], [-1.523, -2.563, -4.132], [-1.950, -3.803, -4.849], [-2.831, -4.516, -4.028], [-0.416, -1.819, -4.533], [-0.089, -0.673, -3.827], [-0.805, -0.217, -2.801], [-7.355, -1.537, -0.224], [-6.116, -0.304, 1.354], [-6.671, 0.720, 0.038], [-4.390, 1.766, 1.347], [-2.091, 2.224, 0.680], [-4.530, -1.276, -1.658], [-3.101, -2.682, -2.704], [-1.075, -4.393, -5.149], [-2.428, -3.494, -5.791], [-3.137, -5.314, -4.467], [0.191, -2.119, -5.377], [0.783, -0.111, -4.138], [0.283, 0.938, 1.124], [1.659, 0.424, 1.360], [2.183, 0.528, 2.797], [1.878, -0.673, 3.712], [2.646, -0.558, 5.059], [3.450, -1.737, 5.372], [3.385, -2.540, 6.441], [2.539, -2.313, 7.438], [4.172, -3.612, 6.489], [2.587, 1.182, 0.364], [3.773, 1.152, 0.481], [1.924, 1.797, -0.611], [0.191, 1.817, 1.632], [-0.399, 0.296, 1.527], [1.685, -0.613, 1.027], [1.809, 1.444, 3.267], [3.265, 0.639, 2.714], [2.161, -1.601, 3.211], [0.807, -0.732, 3.917], [1.944, -0.384, 5.870], [3.312, 0.306, 5.023], [4.201, -1.926, 4.727], [2.021, -1.456, 7.515], [2.521, -2.922, 8.240], [4.841, -3.828, 5.770], [4.177, -4.213, 7.298], [3.568, -2.109, -1.487], [3.123, -1.160, -2.493], [2.077, -0.435, -2.300], [1.251, -0.581, -1.369], [1.926, 0.505, -3.260], [0.922, 1.484, -3.147], [4.143, -2.854, -2.024], [2.720, -2.569, -0.986], [4.208, -1.581, -0.783], [2.670, 0.626, -3.938], [0.285, 1.408, -3.939], [1.355, 2.410, -3.177], [0.698, 4.640, 0.272], [-0.302, 4.366, -0.791], [-0.680, 3.172, -1.281], [-1.632, 3.417, -2.267], [-1.829, 4.752, -2.359], [-0.987, 5.318, -1.432], [1.515, 3.927, 0.227], [0.239, 4.603, 1.263], [1.114, 5.639, 0.154], [-2.100, 2.622, -2.823], [-2.478, 5.328, -2.996], [-0.900, 6.311, -1.258]],
  "forces_ev_per_angstrom": [[0.059, -2.462, -2.717], [0.160, -0.083, -0.110], [-0.341, 0.123, 0.134], [0.336, 0.136, 0.047], [-0.055, -0.195, -0.186], [-0.163, 0.077, 0.101], [0.689, 1.142, 1.432], [-0.381, -0.263, -0.125], [0.009, -0.040, 0.030], [-0.367, -0.562, -0.067], [0.144, 0.227, 0.095], [-0.015, -0.154, -0.020], [0.007, -0.232, -0.412], [0.028, 0.186, 0.251], [-0.244, 0.239, 0.396], [-1.260, -1.150, -1.938], [-0.206, 0.487, 0.835], [-0.092, 0.012, 0.011], [0.063, -0.021, -0.033], [0.056, -0.007, -0.010], [0.014, 0.012, -0.001], [0.073, -0.022, -0.063], [0.072, -0.120, 0.008], [-0.103, 0.109, 0.006], [0.052, 0.038, 0.166], [0.004, 0.086, 0.061], [-0.049, -0.106, -0.115], [0.001, 0.030, -0.026], [-1.678, -1.692, -0.889], [-0.065, 0.138, -0.404], [0.463, 0.327, -0.121], [-0.086, -0.123, 0.081], [0.032, 0.161, 0.029], [-0.112, -0.004, -0.056], [0.009, 0.007, -0.207], [0.055, -0.084, -0.024], [-0.063, 0.043, -0.003], [-0.053, 0.024, 0.125], [0.240, -0.923, 1.410], [-0.275, 0.200, -0.458], [-1.557, 0.698, -0.876], [-0.139, 0.012, -0.026], [-0.093, 0.038, -0.133], [-0.079, -0.046, 0.000], [0.057, 0.076, -0.064], [0.009, 0.042, -0.024], [0.020, 0.002, 0.012], [0.005, -0.114, -0.024], [0.020, 0.057, -0.026], [0.011, -0.002, 0.095], [0.041, -0.060, 0.045], [0.030, -0.013, 0.026], [-0.014, -0.013, 0.011], [-0.021, 0.035, -0.059], [0.044, 0.025, 0.020], [0.105, -0.323, 0.300], [-0.217, 0.159, -0.244], [0.415, -0.152, 0.686], [0.557, 0.082, 0.348], [2.345, 1.674, 1.082], [1.420, 1.694, 1.395], [-0.017, 0.034, -0.050], [-0.043, 0.037, -0.094], [-0.034, 0.069, -0.053], [0.141, 0.196, 0.055], [-0.264, 0.197, 0.056], [0.137, -0.046, 0.007], [-0.016, 0.049, 0.126], [-0.072, -0.292, -0.021], [0.328, 0.292, 0.369], [0.025, 0.006, -0.083], [-0.016, -0.082, -0.048], [-0.093, 0.037, -0.064], [0.038, 0.026, -0.025], [-0.037, -0.001, -0.024], [0.002, -0.005, -0.008], [-0.035, 0.028, 0.024], [0.013, 0.041, 0.043], [0.031, -0.015, 0.012]],
  "s2": 0.76,
  "homo_ev": [-18.9, -18.9],
  "multiplicity": 2,
  "charge": 4,
  "max_force_ha_per_bohr": 0.0713,
  "gap_ev": [6.3, 6.2]
}


(3)
{
  "formula": "C24H38N2O2SSr",
  "method": "ωB97M-V with the def2-TZVPD basis set",
  "elements": ["C", "C", "C", "C", "C", "C", "C", "C", "C", "C", "C", "C", "C", "C", "C", "C", "C", "C", "C", "O", "C", "C", "O", "C", "C", "N", "S", "N", "C", "H", "H", "H", "H", "H", "H", "H", "H", "H", "H", "H", "H", "H", "H", "H", "H", "H", "H", "H", "H", "H", "H", "H", "H", "H", "H", "H", "H", "H", "H", "H", "H", "H", "H", "H", "H", "H", "H", "Sr"],
  "xyz": [[3.282, -3.958, 0.565], [4.460, -3.120, -0.264], [5.304, -2.042, 0.673], [5.230, -0.639, -0.005], [5.564, 0.518, 0.977], [4.370, 0.970, 1.864], [3.644, 2.249, 1.324], [2.426, 1.787, 0.445], [1.931, 2.982, -0.442], [0.528, 3.542, -0.066], [-0.628, 2.994, -0.890], [-1.830, 2.619, -0.332], [-2.980, 2.132, -1.085], [-4.333, 1.724, -0.485], [-4.426, 1.768, 1.066], [-4.308, 0.391, 1.767], [-5.370, -0.644, 1.334], [-4.860, -2.093, 1.648], [-3.816, -2.511, 0.590], [-4.433, -2.698, -0.699], [-3.450, -2.552, -1.664], [-2.522, -3.755, -1.963], [-3.288, -1.518, -2.257], [-2.846, 1.998, -2.443], [-1.648, 2.354, -3.152], [-1.457, 2.266, -4.459], [0.069, 2.853, -4.670], [0.468, 3.189, -3.136], [-0.555, 2.868, -2.327], [2.282, -3.623, 0.255], [3.387, -5.051, 0.221], [3.432, -3.844, 1.700], [3.941, -2.642, -1.101], [5.197, -3.883, -0.708], [6.396, -2.381, 0.814], [4.828, -1.908, 1.719], [5.954, -0.588, -0.842], [4.233, -0.576, -0.468], [5.962, 1.349, 0.370], [6.392, 0.156, 1.623], [4.750, 1.214, 2.874], [3.597, 0.178, 1.976], [4.324, 2.860, 0.707], [3.232, 2.865, 2.141], [1.635, 1.314, 1.052], [2.816, 1.017, -0.256], [2.650, 3.809, -0.275], [2.043, 2.698, -1.496], [0.575, 4.641, -0.140], [0.346, 3.304, 1.001], [-1.908, 2.708, 0.759], [-5.128, 2.352, -0.928], [-4.542, 0.700, -0.850], [-5.433, 2.159, 1.316], [-3.730, 2.506, 1.503], [-4.471, 0.570, 2.850], [-3.266, 0.022, 1.695], [-6.328, -0.536, 1.875], [-5.604, -0.643, 0.258], [-5.700, -2.813, 1.582], [-4.468, -2.167, 2.676], [-3.236, -3.405, 0.892], [-3.087, -1.677, 0.504], [-1.890, -3.953, -1.077], [-1.942, -3.468, -2.849], [-3.113, -4.665, -2.151], [-3.711, 1.630, -3.011], [5.058, -3.904, 1.878]],
  "forces_ev_per_angstrom": [[-1.451, -0.017, -2.233], [0.152, -0.744, 0.803], [-0.508, 2.332, -2.025], [0.550, -0.129, -0.151], [-0.300, -0.593, 0.062], [0.291, 1.059, 0.386], [-1.060, -1.312, -0.254], [0.946, 0.721, -0.869], [0.271, -0.015, 0.695], [0.176, -0.318, -0.199], [-0.586, -0.257, -0.271], [-0.004, -0.037, 0.183], [0.698, 0.053, -0.624], [0.440, -0.019, 0.393], [-0.913, -0.008, -0.150], [-0.240, 0.724, 0.452], [0.395, -1.245, 0.293], [-0.522, -0.076, -0.948], [0.417, 0.502, 1.062], [0.890, -0.065, -0.073], [0.553, 0.039, -0.740], [-0.858, 0.307, 0.421], [-0.464, -0.450, 0.526], [-0.718, -0.164, -0.339], [-0.982, -0.177, 2.264], [1.369, 0.636, 0.337], [-0.677, -0.164, 0.671], [0.164, -0.001, -0.033], [0.113, -0.052, -1.760], [0.406, -0.052, 0.279], [-0.334, 1.218, 1.054], [-6.470, -0.064, -3.194], [0.372, 0.126, 0.392], [-0.943, 1.009, 0.459], [-1.167, 0.712, -0.264], [0.307, 1.192, -1.583], [-0.310, -0.366, 0.349], [0.292, 0.325, 0.374], [-0.209, -0.258, 0.437], [-0.230, 0.327, -0.346], [-0.108, -0.332, -0.407], [0.424, 0.163, -0.001], [-0.233, -0.232, 0.367], [0.448, -0.179, -0.212], [0.234, 0.302, -0.130], [-0.303, 0.168, 0.396], [-0.306, -0.371, -0.180], [-0.406, 0.299, 0.331], [-0.201, -0.370, -0.106], [-0.041, 0.212, -0.448], [-0.034, -0.051, -0.451], [0.468, -0.131, 0.195], [0.117, 0.455, 0.188], [0.457, -0.166, -0.076], [-0.247, -0.428, -0.198], [0.204, -0.108, -0.448], [-0.503, -0.073, -0.231], [0.470, 0.396, -0.215], [0.123, 0.269, 0.375], [0.336, 0.337, 0.064], [0.128, 0.050, -0.442], [-0.457, 0.130, -0.155], [-0.225, -0.342, -0.045], [-0.159, 0.113, -0.454], [-0.041, -0.264, 0.409], [0.194, 0.340, 0.036], [0.478, 0.105, 0.136], [9.327, -4.990, 5.866]],
  "homo_ev": -11.5,
  "multiplicity": 1,
  "charge": 2,
  "max_force_ha_per_bohr": 0.2352,
  "gap_ev": 2.8
}


> Number 2 is which compound?

C24H38N10O6Tc